# 1
Here is C6H11NO as an isolated structure at a distorted geometry from the OMol25 dataset. Energies are from wB97M-V/def2-TZVPD.

```
19
Properties=species:S:1:pos:R:3:forces:R:3
O -1.617 -1.666 -0.045 -0.7 0.0 -0.4
N 0.527 0.932 -0.366 -0.3 1.7 -0.1
C 1.622 -0.033 -0.094 0.4 0.1 -0.7
C -0.449 -0.992 0.404 1.8 -2.0 -0.2
C -0.525 0.008 -0.684 -0.6 -0.5 -0.1
C -2.048 -0.412 -0.646 -0.4 0.0 -0.9
C 1.021 -1.438 0.238 -0.4 -0.8 0.7
C 0.183 2.025 0.550 0.1 0.6 -0.6
H 1.206 -2.213 -0.541 -0.5 0.9 0.1
H -0.633 -0.674 1.435 0.1 0.6 -0.1
H 1.460 -1.896 1.119 0.1 0.2 0.4
H -0.346 1.746 1.484 0.3 -0.1 -0.2
H 2.291 0.380 0.662 0.0 -0.2 0.0
H -0.527 2.668 -0.040 0.7 -0.3 0.7
H -0.192 -0.441 -1.624 0.0 -0.4 0.1
H -2.542 -0.640 -1.631 0.4 0.6 1.0
H 1.091 2.647 0.801 -0.9 -0.7 -0.3
H 2.165 -0.158 -1.049 0.1 0.3 0.5
H -2.689 0.157 0.030 -0.1 0.0 0.0
```
Forces are in eV/Å.

Total charge: 0
Molecular weight in g mol⁻¹: 113.16
ΔE to the lowest compared entry with this formula, charge and spin in kcal per mole: 90.0

***

# 2
Here is C22H15MoN3OS as an isolated structure at a distorted geometry from the OMol25 dataset. Energies are from wB97M-V/def2-TZVPD.

```
43
Properties=species:S:1:pos:R:3:forces:R:3
Mo 0.294 0.209 0.087 0.8 -0.1 -0.9
S -1.809 4.129 0.088 0.1 -0.2 0.0
O 1.353 -0.899 1.068 0.8 0.5 1.0
N 0.422 -3.305 -2.114 0.1 0.0 0.2
N -1.108 1.666 0.202 -0.9 0.8 0.3
N 0.292 -1.318 -1.249 -0.3 -0.1 -0.5
C 1.290 4.199 -1.017 -0.1 -0.1 0.0
C 1.496 -2.224 1.290 -0.2 -1.1 -0.2
C 1.153 -3.122 0.256 0.1 0.2 0.4
C -0.139 -1.249 -2.571 0.1 -0.1 -0.1
C 1.871 -4.943 1.670 0.0 -0.1 0.1
C -5.005 2.094 1.545 0.0 0.0 0.0
C 2.019 -2.689 2.491 0.0 0.5 0.0
C -2.980 2.976 0.682 0.2 -0.2 -0.1
C 2.748 1.812 -1.059 0.1 -0.3 0.0
C -4.282 3.190 1.117 -0.1 0.1 0.0
C -0.055 -2.484 -3.109 -0.1 0.2 -0.1
C -2.424 1.696 0.674 -0.3 0.0 0.0
C 2.615 4.191 -1.436 0.1 0.0 0.0
C 0.699 3.009 -0.617 0.2 -0.1 0.0
C -0.668 2.891 -0.132 -0.2 0.1 0.1
C 1.365 -4.488 0.471 -0.1 0.1 -0.1
C 0.633 -2.602 -0.992 -0.1 0.1 -0.1
C -3.162 0.595 1.102 0.2 0.1 -0.1
C 3.339 3.008 -1.459 -0.1 0.1 0.0
C 1.428 1.793 -0.637 -0.2 -0.1 0.1
C -4.454 0.808 1.538 0.0 -0.1 0.0
C 2.198 -4.043 2.683 -0.1 -0.1 -0.2
H -2.715 -0.393 1.083 -0.1 -0.1 0.1
H 4.370 3.014 -1.785 0.0 0.0 0.0
H 3.324 0.895 -1.078 0.0 0.0 0.0
H -0.295 -2.844 -4.094 0.0 0.0 0.0
H 1.130 -5.208 -0.304 0.0 0.0 0.0
H -6.019 2.232 1.893 0.0 0.0 0.0
H 2.012 -6.004 1.820 0.0 0.0 0.0
H 2.284 -1.966 3.252 0.0 0.0 0.0
H 0.597 -4.292 -2.216 0.0 0.0 0.0
H 3.083 5.116 -1.744 0.0 0.0 0.0
H -0.459 -0.321 -3.013 0.0 0.0 -0.1
H -4.717 4.180 1.121 0.0 0.0 0.0
H 2.598 -4.407 3.619 0.0 0.0 0.0
H 0.728 5.125 -1.003 0.0 0.0 0.0
H -5.053 -0.025 1.877 0.0 0.0 0.0
```
Forces are in eV/Å.

<S²>: 2.027
Total charge: +2
Molecular weight in g mol⁻¹: 465.39
2S+1: 3
ΔE to the lowest compared entry with this formula, charge and spin in kcal per mole: 3.8

***

# 3
Here is an isolated molecule of C2H2F2OS at a distorted geometry from the OMol25 dataset. Energies are from wB97M-V/def2-TZVPD.

```
8
Properties=species:S:1:pos:R:3:forces:R:3
S -0.421 -1.728 -0.451 -1.1 0.2 -1.3
F -1.327 0.224 1.014 0.4 0.0 -0.6
F -1.365 0.718 -1.096 0.2 -0.7 -0.4
O 1.567 1.021 -0.783 -1.5 -0.4 1.0
C 0.736 0.732 0.052 0.6 -0.1 -3.0
C -0.633 0.058 -0.189 0.0 0.4 1.3
H 0.585 -1.880 0.376 0.6 0.2 0.6
H 0.857 0.855 1.076 0.7 0.5 2.4
```
Forces are in eV/Å.

Total charge: 0
Molecular weight in g mol⁻¹: 112.10
ΔE to the lowest compared entry with this formula, charge and spin in kcal per mole: 15.1

***

# 4
Here is an isolated ion of composition C4H12N3 and charge +1 at a distorted geometry from the OMol25 dataset. Energies are from wB97M-V/def2-TZVPD.

```
19
Properties=species:S:1:pos:R:3:forces:R:3
N -1.064 2.819 0.757 -0.9 -0.1 -0.2
N 0.098 0.924 0.047 -1.5 0.4 0.4
N 1.507 -1.103 -1.337 -1.7 -0.3 0.4
C -0.558 -1.381 0.075 -1.0 -0.5 -1.3
C -0.556 -0.095 0.884 1.3 -0.7 -0.1
C -0.369 2.118 -0.134 0.6 0.7 0.9
C 0.827 -1.927 -0.329 -0.5 0.9 1.8
H -1.750 2.476 1.415 0.5 -0.5 0.2
H -0.106 2.688 -1.009 0.8 0.0 -0.1
H -1.096 -2.169 0.602 0.1 0.1 0.3
H 2.459 -1.127 -1.116 1.8 -0.1 -0.1
H 0.757 -2.997 -0.507 0.0 0.0 -0.5
H -1.152 -1.210 -0.832 0.0 0.0 0.0
H 1.356 -1.509 -2.246 0.2 0.2 -0.3
H -1.517 0.211 1.280 -0.2 0.2 -0.4
H 0.071 -0.296 1.729 0.4 0.2 0.8
H -1.154 3.803 0.604 -0.2 0.3 -0.4
H 1.369 -1.824 0.621 0.5 -0.3 -0.3
H 0.880 0.600 -0.505 -0.1 -0.5 -1.0
```
Forces are in eV/Å.

Total charge: +1
Molecular weight in g mol⁻¹: 102.16
ΔE to the lowest compared entry with this formula, charge and spin in kcal per mole: 24.1

***

# 5
Here is an isolated ion of composition C6H12N and charge +1 at a distorted geometry from the OMol25 dataset. Energies are from wB97M-V/def2-TZVPD.

```
19
Properties=species:S:1:pos:R:3:forces:R:3
N -1.582 0.281 1.698 -1.1 1.4 1.4
C -1.782 0.298 2.966 2.1 2.1 0.3
C -0.462 0.775 1.041 1.7 1.7 -2.0
C 1.901 -1.831 -1.763 -3.8 1.3 1.8
C -0.410 0.414 -0.289 1.2 1.4 1.3
C 1.139 -0.378 -2.243 1.7 -0.1 0.2
C 0.886 0.655 -1.062 -0.7 1.6 -1.7
H 2.092 -1.820 -0.611 0.0 0.2 -2.2
H 0.826 1.735 -1.533 -0.4 -1.9 0.5
H -2.654 -0.082 3.387 -1.5 -0.7 0.4
H 1.231 -2.726 -1.914 0.5 1.1 0.0
H 1.728 0.844 -0.386 -0.1 -0.8 0.0
H -1.357 0.076 -0.779 1.2 -0.4 0.3
H 1.832 0.098 -3.002 -0.4 -0.4 1.2
H 2.750 -1.987 -2.355 1.4 0.0 -0.5
H -1.074 0.900 3.638 -0.7 -1.5 -1.1
H 0.250 1.634 1.546 -1.7 -3.0 -1.0
H 0.211 -0.373 -2.859 0.3 -1.0 0.7
H -2.387 0.134 1.082 0.3 -1.0 0.2
```
Forces are in eV/Å.

Total charge: +1
Molecular weight in g mol⁻¹: 98.17
ΔE to the lowest compared entry with this formula, charge and spin in kcal per mole: 73.0

***

# 6
Here is C25H11Cl9N4O3ReSSbSe4 as an isolated structure from the OMol25 dataset. Energies are from wB97M-V/def2-TZVPD.

```
59
Properties=species:S:1:pos:R:3:forces:R:3
Re -0.006 0.363 0.027 0.5 -0.4 -0.2
Sb -3.024 -2.551 1.911 0.4 0.4 -0.6
Se -5.336 -2.556 1.067 0.0 0.0 0.1
Se -1.622 -4.429 1.608 0.1 -0.2 0.1
Se -3.549 -1.327 3.882 -0.1 0.1 0.2
Se -2.265 -0.504 0.256 -0.5 0.0 0.1
Cl 1.743 -4.916 -2.953 0.0 -0.1 0.0
Cl -1.969 4.431 -2.118 0.0 0.0 0.0
Cl 2.901 -3.657 -5.560 0.0 0.0 0.0
Cl 0.443 1.000 -4.316 0.0 0.0 0.0
Cl 2.211 6.832 0.394 0.0 -0.1 0.0
Cl 3.052 4.021 1.577 0.0 0.0 0.0
Cl -0.293 7.033 -1.468 0.0 -0.1 0.0
Cl 0.039 -3.171 -0.997 -0.1 -0.1 0.1
Cl 2.204 -0.701 -6.275 0.0 0.0 0.0
S 0.100 -0.584 2.146 0.1 -0.1 -0.2
O 1.114 1.852 0.774 0.0 -0.4 -0.2
O -0.862 2.005 -0.681 0.0 0.0 -0.4
O -0.200 -0.328 -1.882 -0.1 0.2 0.5
N 2.385 -1.164 0.966 0.3 0.3 0.3
N 3.359 -2.365 3.157 0.0 0.1 0.0
N 1.784 -0.586 -0.047 -0.2 -0.2 0.3
N 2.276 -1.608 3.246 0.2 -0.1 0.3
C 0.873 -0.621 -3.931 0.0 -0.1 -0.1
C 3.626 1.037 -2.840 0.0 0.0 0.0
C 2.741 -0.352 -1.091 -0.1 0.0 -0.3
C 2.711 -3.999 1.444 0.0 0.0 0.1
C 0.161 5.510 -0.792 -0.1 0.0 0.0
C 0.444 -1.130 -2.694 0.1 -0.1 0.0
C 1.281 5.420 0.038 0.1 0.1 0.0
C 3.081 -5.017 0.583 0.0 0.0 0.0
C 5.010 -3.776 2.136 0.0 0.1 0.0
C 3.757 -1.284 -1.311 -0.1 0.1 -0.2
C 0.892 3.071 0.302 -0.2 0.3 0.1
C 1.934 -2.710 -4.491 0.0 -0.1 0.1
C 1.715 -1.181 2.101 -0.2 0.0 -0.4
C 4.634 0.114 -3.067 0.0 0.1 -0.1
C 1.438 -3.261 -3.311 0.0 0.2 -0.1
C 2.669 0.803 -1.862 0.2 -0.1 0.2
C 0.692 -2.489 -2.425 0.1 0.2 -0.2
C 5.369 -4.795 1.266 0.0 0.0 0.0
C 4.409 -5.415 0.481 0.0 0.0 0.0
C -0.227 3.161 -0.524 0.0 0.1 0.2
C 1.628 -1.391 -4.807 -0.1 0.1 0.1
C 3.683 -3.366 2.217 0.0 -0.1 -0.1
C 4.688 -1.048 -2.308 0.0 -0.1 0.1
C 1.657 4.196 0.585 0.0 -0.1 0.0
C -0.598 4.377 -1.083 0.0 0.0 0.0
H 5.373 0.296 -3.836 0.0 0.0 0.0
H 6.406 -5.098 1.201 0.0 0.0 0.0
H 2.317 -5.502 -0.009 0.0 0.0 0.0
H 1.670 -3.713 1.520 0.0 0.0 0.0
H 3.906 -2.361 4.003 -0.1 -0.1 0.1
H 1.881 1.527 -1.706 0.0 0.0 0.0
H 4.688 -6.208 -0.202 0.0 0.0 0.0
H 3.566 1.941 -3.431 0.0 0.0 0.0
H 5.761 -3.283 2.743 0.0 0.0 0.0
H 3.790 -2.188 -0.719 0.0 0.0 0.0
H 5.459 -1.784 -2.497 0.0 0.0 0.0
```
Forces are in eV/Å.

<S²>: 3.958
Total charge: -1
Molecular weight in g mol⁻¹: 1390.34
2S+1: 4
ΔE to the lowest compared entry with this formula, charge and spin in kcal per mole: 0.0

***

# 7
Here is an isolated molecule of C2H4F2O at a distorted geometry from the OMol25 dataset. Energies are from wB97M-V/def2-TZVPD.

```
9
Properties=species:S:1:pos:R:3:forces:R:3
F -1.411 0.540 -0.849 -0.2 -0.1 -1.3
F -1.198 0.359 1.219 0.0 -0.3 0.9
O -0.608 -1.572 -0.008 -0.2 4.4 -0.2
C -0.608 0.051 0.076 0.4 -3.1 0.4
C 0.820 0.519 0.038 0.1 0.4 3.5
H 1.027 1.608 0.220 -0.8 -0.8 -0.9
H 1.354 0.073 -0.747 0.7 -0.3 -1.2
H 1.203 0.092 1.020 -0.1 0.1 -1.3
H -0.577 -1.670 -0.970 0.0 -0.3 0.1
```
Forces are in eV/Å.

Total charge: 0
Molecular weight in g mol⁻¹: 82.05
ΔE to the lowest compared entry with this formula, charge and spin in kcal per mole: 13.4

***

# 8
Here is a 2-piece molecular cluster, C7H6F2N2O3 overall at a distorted geometry from the OMol25 dataset. Energies are from wB97M-V/def2-TZVPD.

```
20
Properties=species:S:1:pos:R:3:forces:R:3
F -0.265 2.345 0.029 -1.2 -0.2 1.3
F -1.442 1.187 1.658 0.6 1.0 -0.8
O -2.241 1.457 -0.359 -2.7 -1.8 -3.4
O -1.864 -2.759 -0.431 -0.5 -0.3 0.3
O -3.359 -1.271 0.007 0.0 1.1 0.0
N -2.273 -1.598 -0.353 1.7 -2.4 0.3
N -1.327 -0.778 -0.906 -0.7 2.4 -1.5
C 2.117 0.298 -1.012 2.2 1.2 -2.0
C -1.581 2.022 0.503 2.8 1.1 3.2
C 1.762 -0.677 1.157 -1.5 -1.8 -1.2
C -0.043 -0.691 -0.579 0.8 -0.1 3.1
C 2.638 -0.235 0.172 -1.5 0.7 0.4
C 0.454 -1.041 0.753 1.1 1.2 -1.4
C 0.812 0.084 -1.381 -0.8 0.4 -1.9
H 3.657 -0.226 0.464 0.9 0.4 -0.3
H -0.313 -1.510 1.289 -0.4 -0.7 1.6
H 2.220 -0.942 2.093 -0.5 -0.1 0.4
H 0.285 0.462 -2.303 1.2 -0.1 1.0
H -2.113 2.946 0.870 0.6 -0.4 -0.4
H 2.877 0.927 -1.672 -2.0 -1.5 1.2
```
Forces are in eV/Å.

Total charge: 0
Molecular weight in g mol⁻¹: 204.13
ΔE to the lowest compared entry with this formula, charge and spin in kcal per mole: 57.6

***

What is the total charge in the first record?
0

***

Please write out number 7 again, unchanged.
Here is an isolated molecule of C2H4F2O at a distorted geometry from the OMol25 dataset. Energies are from wB97M-V/def2-TZVPD.

```
9
Properties=species:S:1:pos:R:3:forces:R:3
F -1.411 0.540 -0.849 -0.2 -0.1 -1.3
F -1.198 0.359 1.219 0.0 -0.3 0.9
O -0.608 -1.572 -0.008 -0.2 4.4 -0.2
C -0.608 0.051 0.076 0.4 -3.1 0.4
C 0.820 0.519 0.038 0.1 0.4 3.5
H 1.027 1.608 0.220 -0.8 -0.8 -0.9
H 1.354 0.073 -0.747 0.7 -0.3 -1.2
H 1.203 0.092 1.020 -0.1 0.1 -1.3
H -0.577 -1.670 -0.970 0.0 -0.3 0.1
```
Forces are in eV/Å.

Total charge: 0
Molecular weight in g mol⁻¹: 82.05
ΔE to the lowest compared entry with this formula, charge and spin in kcal per mole: 13.4

***

Which formula does entry 6 have?
C25H11Cl9N4O3ReSSbSe4

***

What is the ΔE to the lowest compared entry with this formula, charge and spin in the third record?
15.1 kcal per mole